1.
Formula: C36H32BFN8O4Pt
Source: OMol25
Level of theory: the ωB97M-V functional and the def2-TZVPD basis

Geometry as XYZ:
```
83
Properties=species:S:1:pos:R:3:mulliken_spin:R:1
Pt 0.02 -0.17 -0.11 1.52
C -5.22 1.09 0.33 0.00
C -4.09 0.33 -0.29 0.01
C -4.02 -0.24 -1.55 0.02
C -2.75 -0.83 -1.63 0.05
N -2.12 -0.64 -0.47 0.15
N -2.93 0.08 0.34 -0.03
B -2.42 0.49 1.75 -0.03
N -1.52 1.75 1.60 -0.03
N -0.24 1.59 1.18 0.15
C 0.31 2.80 1.06 0.01
C -0.63 3.76 1.46 0.02
C -1.78 3.05 1.79 0.01
C -3.09 3.58 2.27 0.00
C 1.72 3.02 0.69 0.01
C 2.26 4.30 0.81 0.00
C 3.60 4.55 0.54 0.00
C 4.43 3.51 0.14 0.00
C 3.91 2.23 0.00 0.02
C 2.57 2.00 0.27 0.01
N -1.57 -0.66 2.34 -0.05
N -0.44 -1.12 1.75 0.14
C 0.05 -2.11 2.49 -0.02
C -0.79 -2.28 3.60 0.00
C -1.80 -1.35 3.47 -0.01
C -2.97 -1.10 4.37 0.00
C 1.27 -2.89 2.19 0.01
C 1.65 -3.91 3.06 0.00
C 2.77 -4.69 2.82 0.00
C 3.55 -4.47 1.70 0.00
C 3.20 -3.45 0.82 0.02
C 2.08 -2.68 1.07 0.03
C -2.19 -1.63 -2.74 -0.02
C -2.94 -1.80 -3.91 0.00
C -2.45 -2.55 -4.96 0.00
C -1.20 -3.16 -4.86 0.00
C -0.45 -3.01 -3.70 0.02
C -0.95 -2.25 -2.65 0.01
H -6.15 0.85 -0.19 0.00
H -5.05 2.17 0.24 0.00
H -5.33 0.86 1.39 0.00
H -4.79 -0.21 -2.30 0.00
H -3.34 0.74 2.46 0.00
H -0.52 4.83 1.48 0.00
H -2.94 4.57 2.71 0.00
H -3.53 2.93 3.02 0.00
H -3.80 3.68 1.45 0.00
H 1.62 5.12 1.12 0.00
H 3.99 5.55 0.64 0.00
H 5.48 3.69 -0.06 0.00
H 4.54 1.41 -0.32 0.00
H 2.18 0.99 0.15 -0.02
H -0.69 -2.99 4.41 0.00
H -2.93 -1.80 5.21 0.00
H -3.91 -1.25 3.84 0.00
H -2.96 -0.09 4.76 0.00
H 1.05 -4.11 3.94 0.00
H 3.03 -5.48 3.52 0.00
H 4.43 -5.08 1.51 0.00
H 3.80 -3.26 -0.05 0.00
H 1.83 -1.89 0.37 -0.02
H -3.91 -1.32 -3.99 0.00
H -3.04 -2.68 -5.86 0.00
H -0.82 -3.75 -5.69 0.00
H 0.52 -3.48 -3.61 0.00
H -0.36 -2.16 -1.75 -0.05
F 1.57 5.96 -2.98 0.00
C 1.81 4.78 -3.56 0.00
C 0.88 3.82 -3.56 0.00
N 1.08 2.60 -4.15 0.00
C 0.06 1.56 -4.01 0.00
C -0.19 1.31 -2.53 0.02
O -1.06 1.95 -1.95 0.00
O 0.64 0.46 -2.00 0.04
C 2.27 2.30 -4.81 0.00
O 2.48 1.25 -5.37 0.00
N 3.19 3.33 -4.79 0.00
C 3.10 4.59 -4.19 0.00
O 4.01 5.38 -4.23 0.00
H -0.08 3.97 -3.08 0.00
H 0.43 0.66 -4.50 0.00
H -0.87 1.89 -4.47 0.00
H 4.06 3.12 -5.25 0.00
```

Results
HOMO energy (spin up / spin down) = -8.138 / -8.471 eV
gap between HOMO and LUMO (spin up / spin down) = 0.3136 / 0.2649 Eh
spin multiplicity = 3

***

2.
Formula: C5H14
Source: OMol25
Level of theory: the ωB97M-V functional and the def2-TZVPD basis

Geometry as XYZ:
```
19
Properties=species:S:1:pos:R:3:mulliken_charge:R:1
C -1.38 -0.51 0.59 0.29
C -2.54 0.13 -0.10 -1.16
C -1.44 -0.24 2.08 -1.22
H -1.25 -1.53 0.29 0.43
H -0.46 -0.08 0.16 -0.25
H -2.43 1.14 -0.56 0.30
H -2.42 -0.43 2.59 0.35
H -0.66 -0.90 2.56 0.30
H -1.23 0.80 2.34 0.33
H -2.97 -0.40 -1.00 0.30
H -3.41 0.24 0.57 0.28
C 2.39 0.03 -0.46 -0.77
C 2.75 0.51 -1.87 -0.80
H 3.07 -0.61 0.00 0.42
H 2.12 0.70 0.29 0.34
H 1.42 -0.57 -0.54 0.09
H 3.29 1.42 -2.05 0.30
H 1.84 0.63 -2.57 0.24
H 3.30 -0.34 -2.33 0.23
```

Results
HOMO energy = -10.970 eV
gap between HOMO and LUMO = 0.4422 Eh

***

3.
Formula: C6H9NO
Source: OMol25
Level of theory: the ωB97M-V functional and the def2-TZVPD basis

Geometry as XYZ:
```
17
Properties=species:S:1:pos:R:3:mulliken_charge:R:1
C -0.74 0.46 1.96 -0.52
C 0.46 1.32 1.63 -0.10
N 0.77 1.79 0.47 -0.45
C 0.42 0.88 -0.60 -0.19
C 0.32 -0.35 1.49 -0.31
C -0.36 -1.55 -0.67 -0.58
C 0.23 -0.48 0.01 0.24
H -1.32 0.10 2.80 0.27
H 1.07 1.81 2.38 0.39
H -0.49 1.18 -1.14 0.34
H 1.01 -1.03 1.99 0.45
H -0.37 -1.40 -1.80 0.33
H -1.21 -0.83 -0.31 0.20
H 1.24 0.80 -1.31 0.35
H -0.25 0.12 -3.71 0.15
H -0.23 -2.56 -0.32 0.35
O -0.53 -0.26 -2.87 -0.94
```

Results
HOMO energy = -7.557 eV
gap between HOMO and LUMO = 0.2084 Eh

***

Per-record maximum force, eV/A: 0.81; 3.62; 2.17
Per-record energy relative to the best compared isomer or geometry (same formula, charge and spin), kJ/mol: 56.27; 90.12; 959.20